Entry i
DFT (ωB97M-V with the def2-TZVPD basis set) results for a cluster of 2 separate species, C3H7O2S in total.

Each line ends with the Löwdin charge.
Atoms and positions in Å:
O -0.390 -2.705 -0.747  0.01
C -0.690 -1.680 -0.190  -0.31
C -0.078 -1.215 1.099  -0.27
C 0.477 0.205 0.903  -0.71
S -0.809 1.478 0.559  0.24
H -1.476 -1.004 -0.561  0.09
H 0.718 -1.917 1.364  0.10
H -0.827 -1.196 1.886  0.09
H 1.074 0.179 -0.013  0.04
H 1.171 0.533 1.676  0.03
H 0.775 3.002 -2.229  0.00
H -0.127 2.077 -1.406  -0.13
O 0.181 2.244 -2.340  -0.18

total charge = -1
orbital gap = 7.12 eV
highest occupied orbital energy = -0.113 Eh

Entry ii
DFT (ωB97M-V with the def2-TZVPD basis set) results for a cluster of 2 separate species, C3H7O2S in total.

Each line ends with the Löwdin charge.
Atoms and positions in Å:
O -0.281 -0.958 2.932  0.04
C 0.263 -0.845 1.886  -0.31
C 0.012 0.199 0.873  -0.26
C 0.649 -0.249 -0.460  -0.78
S 1.118 1.052 -1.724  0.04
H 1.121 -1.518 1.695  0.12
H -1.032 0.377 0.691  0.07
H 0.265 1.217 1.237  0.13
H 1.519 -0.788 -0.107  0.01
H 0.014 -0.959 -1.111  0.04
H -2.058 -1.084 -1.444  0.05
H -1.684 0.269 -0.623  0.04
O -2.416 -0.163 -1.250  -0.17

total charge = -1
orbital gap = 6.35 eV
highest occupied orbital energy = -0.099 Eh

The data favor entry i; the next most stable structure lies 126.9 kJ/mol above it.

Entry i
DFT (ωB97M-V with the def2-TZVPD basis set) results for a structure of composition C5H4O3.

Each line ends with the Löwdin charge.
Atoms and positions in Å:
C -2.175 0.194 0.036  -0.27
C 0.065 0.445 -0.022  -0.28
C 1.306 1.136 0.181  0.00
C 2.243 0.141 -0.029  -0.12
C 0.486 -0.873 0.020  -0.20
H -3.042 0.958 -0.105  0.17
H 1.137 2.282 0.305  0.16
H 3.305 0.546 0.130  0.14
H -0.152 -1.810 0.134  0.16
O -2.175 -0.994 0.107  0.10
O -1.112 1.094 -0.191  0.05
O 1.686 -1.128 -0.113  0.08

orbital gap = 9.29 eV
highest occupied orbital energy = -0.310 Eh

Entry ii
DFT (ωB97M-V with the def2-TZVPD basis set) results for a cluster of 2 separate species, C5H4O3 in total.

Each line ends with the Löwdin charge.
Atoms and positions in Å:
C -1.753 -0.054 -0.023  -0.18
C -0.374 -0.113 -0.408  -0.25
C 1.806 -0.829 -0.067  -0.51
C 1.812 0.577 0.208  0.01
C 0.514 1.049 -0.119  -0.01
H -3.384 -0.951 -0.745  0.35
H -2.168 0.894 0.415  0.13
H 2.676 1.331 0.710  0.19
H 0.197 2.167 -0.139  0.14
O -2.402 -1.270 0.343  -0.11
O 0.418 -1.232 -0.239  0.05
O 2.659 -1.568 0.064  0.20

orbital gap = 7.46 eV
highest occupied orbital energy = -0.320 Eh

Entry iii
DFT (ωB97M-V with the def2-TZVPD basis set) results for the molecule C5H4O3.

Each line ends with the Löwdin charge.
Atoms and positions in Å:
C 1.027 2.121 -0.603  0.14
C 0.183 1.109 -0.329  -0.25
O -1.000 0.719 -0.980  0.00
C -1.296 -0.578 -0.817  -0.19
C -0.396 -1.213 0.181  -0.23
O -0.293 -2.358 0.630  0.11
C 0.606 0.002 0.544  -0.24
O 1.344 0.184 1.484  0.13
H 0.803 2.977 -1.171  0.06
H 1.759 2.093 0.306  0.12
H -2.358 -0.787 -0.367  0.18
H -1.357 -1.296 -1.705  0.17

orbital gap = 8.41 eV
highest occupied orbital energy = -0.353 Eh
SMILES string = C=C1OCC(=O)C1=O

The data favor entry iii; the next most stable structure lies 57.4 kJ/mol above it.

Entry i
DFT (ωB97M-V with the def2-TZVPD basis set) results for a cluster of 2 separate species, C5H14S in total.

Each line ends with the Löwdin charge.
Atoms and positions in Å:
C 0.761 -2.306 -2.829  -0.12
C 1.174 -1.489 -1.584  -0.33
C 0.066 -0.841 -0.779  -0.15
H 1.337 -3.225 -2.890  0.06
H 0.737 -1.695 -3.728  0.06
H -0.277 -2.632 -2.667  0.06
H 1.924 -0.735 -1.851  0.10
H 1.702 -2.188 -0.932  0.09
H 0.526 -0.678 0.194  0.04
H -0.314 0.118 -1.126  0.06
H -0.752 -1.569 -0.758  0.07
C 0.106 1.743 3.097  -0.49
S 0.202 1.967 1.347  0.72
C -1.661 2.048 1.003  -0.34
H 0.533 0.821 3.527  0.04
H -0.935 1.628 3.402  0.03
H 0.566 2.527 3.691  0.02
H -2.021 1.034 0.953  0.03
H -1.987 2.737 1.778  0.02
H -1.688 2.732 0.154  0.02

orbital gap = 9.49 eV
highest occupied orbital energy = -0.312 Eh
SMILES string = CCC.CSC

Entry ii
DFT (ωB97M-V with the def2-TZVPD basis set) results for a cluster of 2 separate species, C5H14S in total.

Each line ends with the Löwdin charge.
Atoms and positions in Å:
C 2.460 1.324 1.530  -0.13
C 2.329 0.765 0.119  -0.32
C 1.877 1.755 -0.952  -0.14
H 3.422 1.834 1.634  0.07
H 2.549 0.438 2.169  0.06
H 1.660 1.884 2.001  0.07
H 3.273 0.326 -0.208  0.10
H 1.602 -0.054 0.141  0.09
H 2.103 2.820 -0.812  0.07
H 2.244 1.452 -1.931  0.06
H 0.795 1.881 -1.118  0.06
C -2.022 -2.738 -0.732  -0.49
S -3.625 -2.059 -0.757  0.72
C -3.468 -0.430 0.106  -0.39
H -1.169 -2.097 -0.500  0.04
H -2.093 -3.455 0.090  0.02
H -1.798 -3.265 -1.655  0.03
H -3.203 0.319 -0.633  0.02
H -2.615 -0.517 0.782  0.02
H -4.320 -0.183 0.728  0.03

orbital gap = 9.13 eV
highest occupied orbital energy = -0.306 Eh
SMILES string = CCC.CSC

Entry iii
DFT (ωB97M-V with the def2-TZVPD basis set) results for a cluster of 2 separate species, C5H14S in total.

Each line ends with the Löwdin charge.
Atoms and positions in Å:
C 2.575 -0.629 -1.319  -0.12
C 1.291 -1.296 -1.810  -0.33
C 0.953 -2.657 -1.175  -0.13
H 2.500 0.450 -1.387  0.07
H 3.442 -0.950 -1.905  0.07
H 2.761 -1.032 -0.320  0.06
H 1.304 -1.412 -2.897  0.10
H 0.474 -0.621 -1.532  0.08
H -0.116 -2.814 -1.265  0.07
H 1.619 -3.389 -1.646  0.07
H 1.311 -2.709 -0.147  0.06
C -0.468 -0.046 1.663  -0.38
S -0.852 1.673 1.088  0.71
C -2.547 1.640 0.523  -0.46
H 0.129 -0.605 0.938  0.00
H -1.394 -0.556 1.902  0.03
H 0.245 0.140 2.463  0.02
H -3.095 1.344 1.418  0.02
H -2.848 2.667 0.324  0.03
H -2.749 1.046 -0.359  0.03

orbital gap = 9.43 eV
highest occupied orbital energy = -0.310 Eh
SMILES string = CCC.CSC

The data favor entry iii; the next most stable structure lies 18.7 kJ/mol above it.